No. 1
{"formula": "C35H37F6N2NaO6S2SbSi", "method": "the ωB97M-V functional and the def2-TZVPD basis", "gap_ev": [7.4, 7.6], "de_lowest_kj_mol": 71.3, "e_lumo_ev": [3.907, 3.894], "total_charge": -2, "s2": 0.755, "multiplicity": 2, "energy_ev": -108973.732, "max_force_ha_per_bohr": 0.020, "elements": ["Na", "O", "C", "O", "C", "C", "C", "C", "C", "C", "S", "H", "H", "H", "H", "O", "Si", "C", "C", "C", "C", "C", "C", "C", "C", "C", "C", "C", "C", "C", "C", "C", "C", "C", "C", "H", "H", "H", "H", "H", "H", "H", "H", "H", "H", "H", "H", "H", "H", "H", "F", "Sb", "F", "F", "F", "F", "F", "N", "C", "N", "C", "C", "C", "C", "C", "H", "H", "H", "H", "H", "H", "H", "H", "H", "H", "O", "O", "O", "S", "C", "C", "C", "C", "H", "H", "H", "H", "H", "H", "H", "H"], "xyz": [[0.029, -0.898, 0.730], [0.096, 0.217, 4.484], [0.898, 0.427, 3.566], [0.946, -0.027, 2.405], [2.030, 1.430, 3.917], [2.435, 1.485, 5.250], [3.466, 2.308, 5.666], [4.102, 3.145, 4.755], [3.692, 3.136, 3.435], [2.680, 2.269, 3.005], [2.355, 2.260, 1.273], [1.899, 0.852, 5.945], [3.770, 2.309, 6.707], [4.900, 3.805, 5.073], [4.152, 3.795, 2.708], [-1.548, -0.193, -0.541], [-3.057, -0.434, -0.893], [-3.197, -1.096, -2.682], [-4.138, -0.705, -3.636], [-4.137, -1.232, -4.923], [-3.186, -2.174, -5.289], [-2.236, -2.578, -4.360], [-2.244, -2.042, -3.080], [-4.118, 1.136, -0.766], [-3.493, 2.302, -0.318], [-4.191, 3.497, -0.191], [-5.541, 3.550, -0.508], [-6.189, 2.398, -0.939], [-5.483, 1.209, -1.060], [-3.923, -1.738, 0.189], [-3.448, -3.054, 0.179], [-3.983, -4.027, 1.009], [-5.023, -3.708, 1.873], [-5.506, -2.408, 1.909], [-4.955, -1.438, 1.080], [-4.877, 0.047, -3.383], [-4.877, -0.901, -5.645], [-3.180, -2.585, -6.292], [-1.482, -3.309, -4.633], [-1.484, -2.355, -2.370], [-2.444, 2.258, -0.043], [-3.675, 4.381, 0.166], [-6.090, 4.479, -0.409], [-7.248, 2.427, -1.173], [-6.012, 0.314, -1.374], [-2.619, -3.323, -0.467], [-3.572, -5.029, 0.997], [-5.437, -4.463, 2.531], [-6.301, -2.143, 2.597], [-5.330, -0.422, 1.140], [0.420, -2.825, -0.150], [1.368, -3.949, 1.098], [2.709, -4.255, -0.217], [2.609, -2.838, 1.994], [1.976, -5.346, 2.241], [0.026, -3.400, 2.304], [0.294, -5.325, 0.327], [2.506, -0.975, -0.102], [3.601, -0.645, -0.235], [4.847, -0.182, -0.289], [4.990, 1.282, -0.230], [5.516, 1.718, 1.144], [5.000, 0.760, 2.215], [5.602, -0.641, 2.020], [5.803, -0.938, 0.521], [4.008, 1.708, -0.432], [5.650, 1.607, -1.039], [5.195, 2.742, 1.343], [6.612, 1.722, 1.152], [3.910, 0.697, 2.147], [5.224, 1.135, 3.215], [4.932, -1.387, 2.449], [6.565, -0.723, 2.534], [5.662, -1.997, 0.311], [6.804, -0.658, 0.181], [0.784, 2.963, 1.350], [0.308, 3.217, 0.166], [2.355, 1.783, -1.999], [1.043, 1.150, -1.607], [0.816, -0.261, -2.723], [0.477, 0.344, -4.074], [-0.630, 1.355, -3.777], [-0.240, 2.102, -2.497], [-0.017, -0.830, -2.304], [1.727, -0.852, -2.678], [0.153, -0.414, -4.790], [1.362, 0.846, -4.475], [-1.563, 0.814, -3.601], [-0.796, 2.045, -4.608], [-1.079, 2.236, -1.819], [0.245, 3.061, -2.679]], "forces_ev_per_a": [[-0.06, 0.20, -0.04], [0.08, -0.06, -0.07], [-0.03, 0.34, 0.07], [0.05, 0.16, 0.43], [0.04, 0.00, 0.06], [0.00, 0.02, -0.04], [0.04, -0.01, 0.02], [-0.03, 0.04, -0.02], [-0.36, 0.20, 0.11], [-0.37, 0.41, 0.39], [-0.34, 0.46, 0.03], [0.00, -0.01, 0.00], [0.01, 0.00, 0.00], [0.00, 0.01, 0.00], [-0.07, 0.04, 0.10], [-0.08, 0.15, -0.13], [-0.07, -0.14, -0.08], [-0.08, -0.01, 0.03], [0.02, 0.01, -0.01], [0.00, 0.01, 0.00], [0.00, 0.01, 0.00], [0.00, 0.00, 0.00], [-0.02, -0.03, 0.02], [0.01, -0.02, -0.01], [0.00, 0.03, 0.04], [0.01, -0.02, 0.00], [0.00, 0.00, 0.00], [0.00, 0.01, 0.00], [0.01, 0.02, 0.00], [0.02, 0.05, 0.01], [0.04, 0.01, 0.01], [0.00, -0.02, 0.00], [0.01, 0.02, -0.01], [-0.01, -0.01, 0.01], [-0.03, 0.01, -0.03], [-0.01, -0.01, 0.00], [0.00, 0.00, 0.00], [0.00, 0.00, 0.00], [0.00, 0.00, 0.00], [-0.03, -0.03, -0.01], [0.02, -0.01, -0.02], [-0.02, 0.01, -0.01], [0.00, 0.00, 0.00], [0.00, 0.00, 0.00], [0.00, 0.00, 0.00], [0.00, -0.01, 0.00], [0.01, 0.00, -0.01], [0.00, 0.00, 0.00], [0.00, 0.00, 0.00], [0.00, 0.00, 0.00], [0.45, -0.18, 0.11], [-0.11, -0.95, -0.30], [-0.12, 0.01, 0.14], [-0.16, 0.17, -0.19], [0.08, 0.11, -0.01], [0.00, -0.06, 0.08], [0.00, 0.06, 0.06], [-0.05, -0.18, -0.37], [-0.27, 0.31, 0.39], [0.27, -0.22, -0.33], [0.08, 0.08, -0.04], [0.09, -0.04, -0.07], [0.35, -0.42, -0.12], [0.00, 0.02, -0.11], [-0.03, 0.00, 0.17], [0.20, -0.04, -0.18], [0.06, -0.03, 0.02], [0.09, -0.10, -0.13], [0.01, -0.01, 0.03], [0.45, -0.40, -0.02], [-0.04, -0.10, -0.05], [-0.01, 0.00, 0.02], [0.01, 0.01, 0.01], [0.04, -0.01, -0.03], [-0.01, 0.04, 0.02], [-0.17, 0.01, 0.01], [0.02, 0.17, 0.25], [0.06, 0.03, -0.09], [-0.22, -0.16, -0.17], [0.05, 0.04, 0.07], [0.02, 0.01, -0.01], [-0.05, -0.02, 0.03], [0.01, -0.03, 0.01], [0.06, 0.09, 0.00], [0.03, 0.00, -0.01], [-0.02, -0.01, 0.00], [-0.01, 0.00, -0.02], [0.05, 0.03, -0.03], [0.01, 0.01, 0.00], [0.03, 0.01, 0.00], [0.00, 0.00, 0.00]]}

No. 2
{"formula": "C35H37NO2P2Sn", "method": "the ωB97M-V functional and the def2-TZVPD basis", "gap_ev": 4.2, "de_lowest_kj_mol": 40.4, "e_lumo_ev": -1.229, "energy_ev": -66879.554, "max_force_ha_per_bohr": 0.054, "elements": ["Sn", "C", "C", "C", "C", "C", "C", "C", "C", "C", "H", "H", "H", "H", "H", "H", "H", "H", "H", "H", "H", "H", "H", "H", "H", "P", "P", "C", "C", "C", "C", "C", "C", "C", "C", "C", "C", "C", "C", "C", "C", "C", "C", "C", "C", "C", "C", "C", "C", "C", "C", "C", "C", "H", "H", "H", "H", "H", "H", "H", "H", "H", "H", "H", "H", "H", "H", "H", "H", "H", "H", "H", "H", "H", "H", "O", "N", "O"], "xyz": [[-0.761, 2.950, -4.660], [-2.241, 1.474, -5.113], [-1.833, 0.022, -4.831], [-0.823, -0.553, -5.831], [0.550, 0.155, -5.985], [0.636, 1.656, -5.899], [-0.098, 2.545, -6.748], [-1.333, 2.102, -7.519], [-2.550, 1.701, -6.623], [0.414, 2.425, -2.919], [-3.093, 1.789, -4.494], [-2.788, -0.524, -4.989], [-1.271, -0.609, -6.840], [-0.620, -1.598, -5.547], [1.256, -0.263, -5.250], [0.951, -0.172, -6.964], [1.581, 2.047, -5.485], [0.424, 3.428, -7.146], [-1.075, 1.264, -8.192], [-1.680, 2.920, -8.181], [-3.314, 2.491, -6.723], [-3.026, 0.802, -7.044], [0.379, 3.314, -2.274], [1.458, 2.137, -3.132], [-0.121, 1.599, -2.435], [-1.728, -0.896, -3.028], [2.747, -1.089, -2.979], [-0.006, -1.409, -2.847], [1.078, -0.700, -2.393], [-2.496, -2.511, -2.639], [-2.676, -3.513, -3.602], [-3.265, -4.724, -3.223], [-3.661, -4.935, -1.897], [-3.391, -3.969, -0.920], [-2.803, -2.763, -1.287], [-3.062, 0.144, -2.286], [-2.793, 1.278, -1.508], [-3.815, 2.205, -1.285], [-5.076, 2.032, -1.867], [-5.377, 0.849, -2.545], [-4.395, -0.136, -2.672], [3.870, -1.901, -1.754], [3.448, -2.964, -0.937], [4.337, -3.520, -0.009], [5.637, -3.019, 0.121], [6.077, -2.009, -0.740], [5.216, -1.499, -1.705], [3.436, 0.595, -2.835], [3.494, 1.262, -1.600], [3.780, 2.630, -1.576], [4.053, 3.308, -2.774], [4.143, 2.594, -3.980], [3.854, 1.237, -4.012], [0.151, -2.492, -3.086], [0.971, 0.165, -1.731], [-2.371, -3.346, -4.641], [-3.403, -5.512, -3.966], [-4.148, -5.869, -1.612], [-3.628, -4.163, 0.126], [-2.599, -2.010, -0.522], [-1.798, 1.424, -1.091], [-3.592, 3.086, -0.687], [-5.821, 2.829, -1.800], [-6.362, 0.691, -2.986], [-4.653, -1.119, -3.086], [2.430, -3.334, -1.028], [3.999, -4.359, 0.599], [6.316, -3.442, 0.864], [7.094, -1.625, -0.676], [5.582, -0.751, -2.410], [3.338, 0.705, -0.675], [3.783, 3.160, -0.616], [4.199, 4.393, -2.763], [4.448, 3.084, -4.902], [3.970, 0.669, -4.939], [-1.334, 4.242, -1.058], [-1.379, 5.256, -1.766], [-1.231, 5.230, -3.008]], "forces_ev_per_a": [[-0.07, 1.87, 1.08], [-0.19, 0.07, 0.97], [-1.39, -2.19, -0.21], [0.46, -0.32, -0.05], [0.36, -0.33, 0.07], [0.30, -0.61, -0.90], [0.91, 0.53, -0.42], [-0.04, 0.22, -0.15], [-0.28, -0.42, 0.34], [0.38, 0.41, -0.05], [-0.01, -0.46, -0.29], [0.11, -0.24, -0.45], [-0.16, 0.13, 0.56], [0.03, 0.16, -0.21], [-0.27, 0.15, -0.12], [-0.12, -0.07, 0.19], [-0.41, -0.26, -0.44], [-0.35, -0.46, 0.18], [0.05, 0.18, 0.30], [0.38, -0.36, 0.35], [0.40, -0.22, 0.36], [0.08, 0.12, 0.04], [-0.11, -0.47, -0.12], [-0.67, 0.07, -0.04], [0.10, 0.28, -0.02], [-0.98, 1.19, -1.15], [1.47, -0.45, -0.75], [1.86, 0.89, 1.87], [-1.58, -1.18, 0.70], [0.07, -0.62, -0.86], [-0.17, 0.04, 0.30], [-0.03, -0.03, 0.16], [0.27, 0.09, -0.13], [0.07, -0.12, -0.33], [-0.02, 0.24, -0.28], [0.34, 0.54, 1.39], [-0.29, -0.19, -0.37], [-0.02, 0.07, 0.04], [0.27, 0.04, -0.03], [0.45, -0.12, 0.17], [0.43, -0.19, -0.45], [-0.38, -0.48, 0.58], [0.60, 0.47, 0.00], [-0.04, 0.07, -0.22], [-0.21, -0.08, -0.16], [-0.21, -0.36, -0.05], [-0.27, 0.20, 0.06], [0.20, 0.17, -0.20], [0.11, 0.43, -0.58], [0.06, -0.16, -0.01], [-0.05, -0.23, -0.09], [0.17, 0.34, 0.36], [-0.18, -0.12, 0.50], [-0.35, 1.10, -0.59], [-0.15, 0.03, -0.75], [-0.17, -0.06, 0.38], [-0.05, 0.26, 0.21], [0.19, 0.27, -0.12], [0.01, 0.09, -0.30], [-0.12, -0.16, -0.28], [-0.28, 0.33, -0.18], [0.01, -0.12, -0.24], [0.25, -0.32, 0.10], [0.24, -0.05, 0.27], [0.14, 0.52, -0.11], [0.10, 0.00, 0.14], [0.14, 0.25, -0.03], [-0.23, 0.14, -0.20], [-0.20, -0.15, -0.01], [-0.13, -0.09, 0.31], [-0.19, 0.21, -0.18], [-0.01, -0.15, -0.49], [0.04, -0.45, -0.01], [-0.10, 0.06, 0.24], [-0.32, 0.19, 0.26], [0.06, -1.01, -1.07], [-0.33, 2.38, 0.73], [0.00, -1.53, 0.47]]}